121
Properties=species:S:1:pos:R:3:forces:R:3:mulliken_charge:R:1 method="wB97M-V/def2-TZVPD" lumo_energy_ev="2.444 / 2.068" s2=6.07 total_charge=-2 spin_multiplicity=5
Cr 0.781404 0.560683 0.050376 -0.1 0.1 -0.2 -0.071
C 6.191304 -0.191017 -5.474724 0.0 0.0 -0.1 -0.430
C 5.058604 -0.984117 -5.549924 0.0 -0.1 -0.1 -0.866
C 4.076204 -0.901117 -4.579424 0.1 0.0 0.1 -0.429
C 4.206504 -0.008017 -3.516824 0.2 0.0 -0.1 0.051
C 5.342504 0.800983 -3.465024 -0.1 0.0 -0.1 -0.248
C 6.326604 0.705283 -4.427424 0.2 0.0 -0.1 -0.868
C 3.189904 0.143483 -2.464924 0.2 -0.1 0.8 1.025
C 1.877604 0.481183 -2.852724 0.0 0.1 -0.3 0.036
C 1.437204 0.639683 -4.195524 0.2 -0.1 0.3 -1.784
C 0.164904 1.138283 -4.137524 -0.2 -0.1 0.4 -1.304
C -0.133396 1.324083 -2.762924 -0.1 -0.1 -0.6 -0.295
C -1.167596 2.146283 -2.285924 0.0 0.5 0.8 0.712
C -2.113796 2.720683 -3.271224 -0.2 0.0 -0.1 -0.715
C -1.652796 3.624683 -4.225924 0.0 0.0 0.1 -0.118
C -2.534096 4.197383 -5.124224 0.1 0.1 -0.1 -0.845
C -3.879896 3.865883 -5.096224 0.0 0.0 0.0 -0.537
C -4.345796 2.956483 -4.160324 -0.2 0.1 -0.1 -0.887
C -3.466496 2.400583 -3.245724 0.1 0.0 0.0 0.023
C -1.194596 2.648383 -0.992724 0.1 -0.3 -1.1 0.717
N -0.389296 2.278383 0.057776 0.5 0.1 0.2 0.475
C -0.761796 3.066583 1.112676 0.5 -0.1 0.7 0.661
C -0.351696 2.897483 2.430976 -0.3 0.0 -0.8 0.476
C -0.571496 3.959483 3.427276 0.0 0.1 0.1 0.020
C -1.817996 4.476383 3.765576 0.1 -0.2 0.0 -0.358
C -1.928996 5.496883 4.693676 -0.1 0.1 0.1 -0.853
C -0.804396 6.002683 5.322776 0.0 0.1 0.0 -0.426
C 0.441404 5.484383 5.005876 0.1 0.1 0.1 -0.830
C 0.555904 4.482283 4.065176 -0.1 0.1 0.0 -0.182
C 0.417704 1.793683 2.849376 0.0 0.0 0.4 -0.629
C 0.731204 1.503483 4.205276 -0.2 0.0 -0.3 -1.401
C 1.658904 0.496083 4.187076 0.1 -0.2 -0.4 -1.412
C 1.909904 0.208583 2.816576 -0.1 -0.1 0.6 -0.355
N 1.062504 0.926183 2.017776 0.0 0.1 0.1 1.189
C 3.079604 -0.407617 2.340576 0.4 0.0 -0.9 1.683
C 3.537904 -0.272317 1.036576 -0.4 -0.1 1.1 0.251
C 4.828104 -0.704017 0.590376 0.3 -0.1 -0.7 -1.518
C 4.879204 -0.493517 -0.747024 0.3 -0.2 0.7 -1.656
C 3.601704 0.038283 -1.136224 -0.5 0.1 -0.8 0.497
N 2.825304 0.225083 -0.027224 -0.3 0.5 -0.2 0.913
C 3.921304 -1.058117 3.362776 0.1 0.0 0.1 -0.508
C 3.462604 -2.191217 4.030376 0.1 0.1 -0.1 -0.017
C 4.200604 -2.744617 5.060476 0.0 -0.1 0.1 -0.887
C 5.399704 -2.170317 5.446376 0.1 0.0 0.0 -0.442
C 5.868304 -1.051117 4.778176 0.1 0.0 0.1 -0.873
C 5.137404 -0.498017 3.742776 -0.1 0.0 0.0 -0.105
C -1.736796 4.028283 0.685976 -0.3 0.2 -0.7 -1.593
C -2.041696 3.733783 -0.599024 -0.1 0.3 0.6 -1.494
N 0.882404 0.836383 -1.985524 0.1 0.0 0.1 1.589
H 6.956304 -0.257717 -6.236124 0.0 0.0 0.0 0.383
H 4.941904 -1.672717 -6.375124 0.0 -0.1 0.0 0.378
H 3.212804 -1.548317 -4.637424 -0.1 0.0 0.0 0.569
H 5.430404 1.510683 -2.655024 0.0 0.1 0.0 0.513
H 7.201104 1.336783 -4.369624 0.1 0.1 0.0 0.387
H 2.020304 0.450383 -5.076024 0.1 0.0 -0.1 0.617
H -0.483696 1.381483 -4.955524 -0.1 0.1 -0.1 0.751
H -0.603096 3.887983 -4.245424 0.0 0.0 0.0 0.502
H -2.159096 4.908883 -5.848124 0.0 0.1 -0.1 0.356
H -4.560896 4.319483 -5.804224 -0.1 0.0 0.0 0.424
H -5.386796 2.661783 -4.129924 0.0 0.0 0.0 0.663
H -3.851096 1.716183 -2.505824 -0.1 0.0 0.1 0.310
H -2.707296 4.057683 3.319276 -0.1 0.0 -0.1 0.611
H -2.906496 5.891983 4.928676 -0.1 0.0 0.1 0.391
H -0.893296 6.796783 6.050476 0.0 0.0 0.1 0.376
H 1.331204 5.858883 5.492576 0.0 0.1 0.0 0.390
H 1.527304 4.084983 3.807576 0.1 0.0 0.0 0.465
H 0.307804 2.005583 5.056476 0.0 0.0 0.1 0.751
H 2.157104 0.044083 5.024176 0.1 0.0 0.1 0.608
H 5.588704 -1.126117 1.218476 0.1 -0.1 0.1 0.567
H 5.691504 -0.717417 -1.413924 0.0 0.0 0.0 0.518
H 2.523604 -2.641017 3.742176 -0.1 0.0 0.0 0.484
H 3.829504 -3.618817 5.573176 0.0 -0.1 0.0 0.446
H 5.967304 -2.590117 6.264876 0.0 0.0 0.0 0.386
H 6.800604 -0.595017 5.079876 0.1 0.0 0.0 0.367
H 5.489704 0.392983 3.239976 0.0 0.0 0.0 0.520
H -2.156496 4.807183 1.288876 -0.1 0.1 0.1 0.758
H -2.768796 4.206183 -1.229724 -0.1 0.1 -0.1 0.602
O -9.290196 0.796483 -3.252424 0.3 0.0 0.3 -0.729
S -8.086696 1.503383 -2.853124 -0.2 0.3 -0.2 1.305
O -7.038796 1.506483 -3.864724 -0.1 -0.2 0.3 -0.730
O -8.303896 2.802583 -2.221224 0.0 -0.3 -0.2 -0.739
C -7.416196 0.613183 -1.397524 -0.3 0.4 -0.2 0.092
N -8.308696 0.258183 -0.485224 -0.5 -0.2 0.2 -0.516
C -7.849996 -0.136417 0.690276 0.1 0.0 -0.1 -0.359
C -6.496796 -0.189517 0.981976 0.3 0.1 -0.3 -0.986
C -5.634396 0.149583 -0.062524 -1.1 0.0 0.1 -0.189
N -6.109996 0.552683 -1.244324 0.8 -0.1 0.0 -0.093
C -4.181096 0.059183 0.055276 1.1 -0.1 0.0 2.087
C -3.489196 0.290483 1.248676 -0.3 -0.1 -0.4 -1.574
C -2.115996 0.209283 1.259076 0.2 -0.1 0.2 -0.945
N -1.387596 -0.079517 0.177576 -0.2 -0.2 -0.2 1.238
C -2.048896 -0.357117 -0.951424 0.2 -0.2 0.1 -0.526
C -3.418496 -0.284417 -1.062824 -0.4 -0.1 0.4 -1.169
H -8.591996 -0.426617 1.427276 0.0 0.0 0.0 0.407
H -6.130096 -0.510017 1.944476 0.0 0.0 0.1 0.431
H -4.004896 0.568783 2.153176 -0.1 0.0 0.1 0.524
H -1.562496 0.383083 2.173276 0.0 0.1 0.0 0.756
H -1.449596 -0.656117 -1.798924 0.1 0.1 -0.1 0.515
H -3.915396 -0.489617 -1.996624 0.0 0.0 -0.1 0.482
O -0.853196 -7.512517 3.644476 0.1 0.0 -0.3 -0.677
S -0.207696 -8.466717 2.759076 0.1 -0.2 0.4 1.181
O -0.943496 -9.704017 2.564276 0.1 0.3 -0.1 -0.688
O 1.226504 -8.635017 2.987676 -0.3 0.0 0.0 -0.689
C -0.106696 -7.666817 1.114176 0.2 -0.5 0.7 0.138
N 0.100504 -8.481017 0.091776 -0.1 -0.4 -0.6 -0.495
C 0.382204 -7.914417 -1.070624 -0.1 0.0 0.1 -0.319
C 0.484004 -6.542917 -1.228624 0.0 0.4 0.4 -0.687
C 0.280504 -5.766317 -0.079524 -0.2 -1.6 -0.2 0.304
N -0.030496 -6.356617 1.081476 0.1 1.1 -0.3 -0.335
C 0.441104 -4.319317 -0.061524 0.2 1.5 0.1 1.109
C 0.618504 -3.547717 -1.216024 0.0 -0.6 0.5 -1.204
C 0.834104 -2.195717 -1.111424 0.2 0.4 -0.1 -0.510
N 0.876104 -1.527817 0.050576 -0.5 -1.1 0.0 1.280
C 0.675104 -2.262717 1.160076 0.1 0.4 0.1 -0.824
C 0.465404 -3.620417 1.154676 0.1 -0.6 -0.5 -1.079
H 0.553404 -8.590717 -1.902824 0.0 0.1 0.0 0.405
H 0.739704 -6.109217 -2.183524 0.0 0.0 0.0 0.315
H 0.604404 -3.995817 -2.196024 0.0 0.0 -0.1 0.390
H 0.994704 -1.614217 -2.006124 0.0 0.1 0.0 0.097
H 0.694804 -1.721517 2.095876 -0.1 0.0 0.0 0.733
H 0.340004 -4.178517 2.068876 -0.1 0.0 0.1 0.798

***

125
Properties=species:S:1:pos:R:3:forces:R:3:mulliken_charge:R:1 method="wB97M-V/def2-TZVPD" lumo_energy_ev="-3.572 / -3.690" s2=2.06 total_charge=+1 spin_multiplicity=3
W -0.344781 1.061591 1.090677 -1.7 3.6 2.6 2.862
I -0.894381 -7.655309 5.261277 0.0 0.4 -0.1 0.074
C -1.001481 -5.677909 4.521377 0.1 -0.5 0.2 -0.185
C 0.116419 -5.097909 3.947977 0.1 -0.1 0.0 -0.771
C 0.030519 -3.811109 3.446777 -0.2 0.1 -0.1 -0.155
C -1.167681 -3.098809 3.491077 0.0 -0.1 0.1 -0.537
C -2.274981 -3.699509 4.089177 0.1 0.1 0.0 -0.062
C -2.193881 -4.979909 4.607777 0.0 -0.1 0.0 -0.745
C -1.226581 -1.720509 2.943577 0.4 0.5 0.2 1.396
C -0.502581 -0.733409 3.594077 -0.7 -0.4 -0.5 0.479
C 0.106419 -0.889809 4.885077 0.2 0.4 0.1 -1.631
C 0.477619 0.342791 5.304277 -0.2 -0.6 -0.2 -1.587
C 0.151619 1.262391 4.254477 0.1 1.1 -0.2 0.445
C 0.442919 2.615591 4.298977 -0.1 -0.7 -0.4 0.814
C 0.759219 3.244791 5.600577 0.0 0.0 0.2 -0.157
C -0.231881 3.198091 6.580777 0.1 0.1 -0.1 -0.387
C -0.097581 3.886091 7.770677 0.0 0.0 0.2 -0.668
C 1.052419 4.621091 8.003777 0.0 0.2 0.4 -0.158
I 1.235319 5.739091 9.789077 0.0 -0.3 -0.4 0.083
C 2.072619 4.641091 7.068177 0.1 0.1 0.1 -0.640
C 1.926519 3.955391 5.873477 -0.1 -0.2 0.0 -0.316
C 0.350019 3.455091 3.164777 0.0 -0.1 0.1 0.388
N -0.130281 3.057491 1.920377 0.4 -0.4 -0.4 -0.229
C -0.010781 4.190091 1.115677 0.1 0.1 -0.2 0.910
C -0.494581 4.293391 -0.214023 -0.5 -0.6 -0.1 1.348
C -0.265681 5.537291 -0.987423 0.0 0.1 0.0 -1.163
C 0.394819 5.495091 -2.213223 0.0 0.0 0.2 -0.061
C 0.540719 6.639591 -2.977223 0.1 0.1 -0.1 -0.706
C 0.030819 7.839891 -2.511723 0.0 0.4 -0.3 -0.180
I 0.263319 9.599691 -3.664623 -0.1 -0.4 0.2 0.076
C -0.641681 7.900791 -1.304123 0.0 0.2 0.0 -0.779
C -0.782481 6.752491 -0.548523 0.0 -0.1 -0.1 -0.290
C -1.344081 3.359091 -0.784323 0.5 0.5 0.8 0.807
C -2.129481 3.596091 -1.959823 -0.4 -0.5 -0.2 -1.630
C -3.025381 2.587791 -2.058523 0.4 0.5 0.0 -1.941
C -2.777481 1.689191 -0.972823 -0.4 -1.0 0.6 0.169
N -1.720881 2.155391 -0.193123 0.7 -0.7 0.3 -0.298
C -3.504381 0.542091 -0.734923 0.6 0.6 -0.1 0.896
C -3.159881 -0.405609 0.252877 0.0 0.0 -0.2 0.200
C -3.672481 -1.720309 0.291577 0.2 0.5 0.0 -1.510
C -2.982281 -2.376409 1.280177 0.3 0.2 0.1 -1.430
C -2.085381 -1.447009 1.849677 0.0 -0.2 0.0 0.687
N -2.185581 -0.224909 1.206777 0.7 0.2 -0.1 -0.598
C -4.732081 0.268191 -1.520723 -0.1 0.0 -0.1 -0.675
C -5.963281 0.460891 -0.898923 0.1 0.0 -0.1 0.123
C -7.144281 0.203591 -1.569023 -0.2 0.0 0.0 -0.759
C -7.097581 -0.266109 -2.869423 -0.4 -0.1 -0.3 -0.087
I -8.901181 -0.679209 -3.896623 0.4 0.1 0.2 0.079
C -5.885981 -0.476909 -3.501923 -0.1 0.0 -0.1 -0.755
C -4.708281 -0.205709 -2.826923 0.0 0.0 0.2 0.070
C 0.562319 5.250891 1.842277 -0.1 -0.3 -0.1 -1.342
C 0.761619 4.800091 3.125877 -0.2 -0.3 -0.3 -1.601
N -0.448481 0.595991 3.198777 0.0 -0.1 -0.4 -0.302
H 1.048619 -5.640209 3.887777 0.0 0.0 0.0 0.422
H 0.905419 -3.355109 3.006277 0.1 0.1 -0.1 0.542
H -3.208581 -3.161009 4.167077 0.0 0.1 0.0 0.574
H -3.054881 -5.433809 5.076177 0.0 0.0 0.0 0.395
H 0.182219 -1.825909 5.403077 0.1 -0.1 0.1 0.602
H 0.964119 0.618291 6.220377 0.0 0.0 0.2 0.650
H -1.135181 2.637891 6.391977 -0.1 0.0 -0.1 0.488
H -0.891181 3.852391 8.500677 0.0 0.0 0.1 0.385
H 2.978019 5.195591 7.263677 0.1 0.0 0.0 0.393
H 2.736619 3.967991 5.158577 0.0 0.0 -0.1 0.597
H 0.794519 4.556791 -2.567723 0.0 -0.1 0.0 0.543
H 1.048319 6.595391 -3.928823 0.1 0.0 -0.1 0.408
H -1.059581 8.830491 -0.950523 0.0 0.1 0.0 0.398
H -1.325781 6.791091 0.381277 -0.1 0.0 0.2 0.627
H -2.034381 4.452291 -2.596023 0.0 0.2 -0.1 0.571
H -3.788181 2.441791 -2.797823 -0.2 0.1 -0.1 0.593
H -4.416081 -2.112509 -0.375123 -0.2 0.0 0.0 0.640
H -3.073881 -3.401809 1.572677 -0.1 -0.2 0.1 0.684
H -5.990481 0.812291 0.121177 0.0 0.1 0.1 0.546
H -8.092481 0.363491 -1.079623 -0.1 0.0 0.0 0.401
H -5.863381 -0.855409 -4.512023 0.0 0.0 -0.1 0.395
H -3.764481 -0.391009 -3.314623 0.2 0.0 -0.1 0.645
H 0.785319 6.226791 1.458877 0.0 0.1 -0.1 0.737
H 1.156319 5.357891 3.949477 0.0 0.1 0.2 0.666
C 5.440619 -3.521909 -1.664923 -0.2 -0.1 0.1 -1.029
C 4.276919 -4.054309 -0.828023 0.8 -0.3 -0.3 -1.115
N 3.231519 -3.071309 -0.642023 -0.3 0.8 0.6 0.301
C 3.302819 -2.228109 0.432777 -0.5 -0.4 -0.7 -0.243
C 2.319519 -1.333009 0.735677 -0.7 0.4 -0.4 -0.133
C 2.521119 -0.288309 1.818177 -0.5 0.5 0.1 -0.386
O 3.477919 -0.352509 2.559977 0.2 -0.3 -0.2 -0.763
O 1.657419 0.680991 1.822377 0.0 -0.1 -0.1 0.050
C 1.132619 -1.327609 -0.055123 -1.0 1.8 1.7 0.691
O 0.092219 -0.608009 0.315077 2.7 -4.4 -2.5 0.343
C 1.117519 -2.085409 -1.257823 -0.3 -0.4 -0.7 1.120
C 0.052319 -1.959809 -2.165623 0.4 -0.1 -0.2 -0.682
C 0.103919 -2.620809 -3.371923 -0.6 0.5 0.4 -0.236
F -0.936681 -2.494109 -4.232823 0.3 -0.1 0.2 -0.384
C 1.198619 -3.393109 -3.737623 1.1 -0.1 0.7 -1.567
C 2.241219 -3.558709 -2.807623 -0.7 -0.2 -0.8 -0.264
C 2.216119 -2.928909 -1.573023 -0.5 0.4 0.7 -0.111
N 1.380519 -3.940509 -5.029323 -0.3 0.1 0.3 0.351
C 0.740519 -3.314209 -6.165923 -0.2 0.2 -0.1 -0.691
C 1.618519 -3.633309 -7.401923 -0.6 0.4 -0.3 -0.723
N 2.825519 -4.333209 -6.896923 0.4 0.1 -0.2 -0.091
C 2.458419 -5.653309 -6.327123 -0.1 -0.7 0.3 -0.700
C 1.418019 -5.375409 -5.212823 -0.1 -0.2 0.1 -0.617
H 6.211419 -4.282809 -1.759823 0.0 -0.1 0.0 0.394
H 5.879919 -2.653609 -1.180723 0.1 0.1 0.0 0.361
H 5.109919 -3.219009 -2.656523 0.0 0.0 -0.1 0.293
H 4.646719 -4.342509 0.156577 -0.1 0.0 0.0 0.499
H 3.836919 -4.945609 -1.282523 0.0 0.1 0.1 0.501
H 4.178319 -2.296409 1.059177 0.1 0.0 0.1 0.743
H -0.774581 -1.309309 -1.920123 -0.1 0.0 0.0 0.735
H 3.068819 -4.182709 -3.101023 0.2 0.0 0.0 0.647
H 0.688119 -2.238809 -6.002323 0.0 -0.1 -0.1 0.457
H -0.281781 -3.682009 -6.321623 0.1 0.1 0.0 0.457
H 1.911319 -2.719809 -7.921023 0.1 -0.2 0.0 0.357
H 1.100919 -4.282309 -8.108423 0.2 0.0 0.0 0.340
H 3.132619 -3.768409 -6.083023 0.1 -0.2 -0.4 0.368
H 3.558319 -4.403009 -7.606423 -0.1 0.0 0.2 0.302
H 3.354119 -6.135109 -5.934223 0.0 0.2 -0.1 0.388
H 2.048319 -6.284309 -7.114523 0.1 0.1 -0.1 0.347
H 1.693719 -5.865709 -4.281823 0.1 0.0 -0.1 0.454
H 0.433819 -5.756609 -5.514523 0.1 0.0 0.1 0.343
C 2.891219 2.957791 0.336177 0.2 0.3 0.7 -0.266
O 2.198119 2.341191 -0.734023 -1.1 -0.5 0.4 -0.438
C 1.000519 1.724691 -0.520023 0.1 -0.9 -2.3 0.100
O 0.520819 1.198791 -1.535823 0.7 0.6 0.9 -0.508
H 3.895319 2.535091 0.376077 0.0 0.0 0.0 0.363
H 2.401519 2.779991 1.297077 0.1 0.1 -0.2 -0.155
H 2.961819 4.029891 0.139177 -0.1 -0.1 0.0 0.325

***

Number 1: E -5226.74612 Eh. Number 2: E -4506.68433 Eh.